Entry 1:
Formula: C34H23F15GeN2O5RuS3
Source: the Open Molecules 2025 dataset
Level of theory: ωB97M-V/def2-TZVPD

XYZ file:
```
84
Properties=species:S:1:pos:R:3
F 3.80144 3.09390 0.00261
C 2.66827 -1.62891 0.56641
C -1.83622 3.60791 -2.51259
H -0.34157 -1.34043 4.05697
C -3.31372 4.00633 -2.51547
C -2.85009 2.10281 2.66170
C 2.32071 1.26263 -2.67360
C 5.83971 3.01822 1.14334
C 3.67648 0.71140 -4.56439
F 2.65018 -0.98080 2.82988
N -2.47795 -0.69865 -0.10741
H -3.22492 -5.21367 -3.52195
H -0.65507 -2.87593 0.94510
C 2.32750 -4.27701 1.43336
O -0.40674 -1.13849 1.99142
F 7.53471 0.22203 2.67769
C 6.61417 0.92419 2.02710
F 7.88140 2.88067 2.29049
H -1.95204 3.50301 1.31281
C -4.67896 -4.39097 -2.18375
H -2.70962 2.55888 3.64504
F 4.94086 -0.94992 -1.63517
H -5.43639 2.30793 1.42838
C 2.41244 -3.99325 0.08196
C 2.59632 1.38711 -4.02363
C 3.08481 0.47281 -1.83561
C 6.79484 2.28363 1.82834
C -0.89151 -2.49504 1.93509
C 2.40975 -3.24823 2.35919
C -0.41793 -0.55165 3.30869
F 6.01358 4.32053 0.94707
S 1.19022 1.40118 0.99639
C -4.98351 -3.41500 -1.23797
F 1.83083 2.15227 -4.80115
H -2.56796 -0.38810 3.39961
H -1.46440 -3.55557 -2.94261
C 4.16456 -0.17836 -2.41004
C -1.89488 -1.47821 -0.99369
O -4.96161 -0.14455 -0.26044
F 3.94821 0.82187 -5.85490
Ge 2.86272 0.26449 0.09695
H -1.19029 4.46564 -2.31464
C -5.05688 2.89201 0.58572
C 2.58440 -2.68096 -0.32908
H -5.42980 -5.12249 -2.44981
C -1.67597 0.24245 3.47776
H -3.94668 3.14894 -2.73976
H -3.45443 4.04606 2.06658
C -1.51680 2.59910 -1.51078
H -3.47213 4.76329 -3.28033
Ru -0.78087 0.35835 0.55762
H 0.46053 0.08917 3.36004
H -1.96532 -2.52599 2.12035
H -1.53161 3.19373 -3.47583
F 5.51200 -0.72737 -4.26646
N -1.24027 1.79712 -0.74980
H -3.60934 4.40878 -1.54930
O -1.71405 1.23920 2.44497
C 4.71346 2.37102 0.67377
F 1.27277 1.95063 -2.20227
C -3.42850 -4.44290 -2.79146
H -3.76151 1.49702 2.68264
F 2.29859 -3.51199 3.66148
C -2.95372 3.18387 1.61033
H -1.67057 0.73449 4.45415
S -0.25501 -1.09920 -1.20024
H -5.49944 2.49362 -0.32287
O -4.13129 -1.58264 1.56622
C 2.57502 -1.95444 1.90914
F 2.14821 -5.52413 1.84286
F 5.34574 -1.00572 1.74011
H -5.34614 3.93991 0.71682
H -5.95536 -3.37322 -0.76552
S -4.05998 -1.14940 0.20059
C 5.47313 0.31216 1.53872
C 4.47457 -0.07972 -3.75181
H -0.35684 -3.07925 2.68220
O -3.64741 2.77833 0.45303
C 4.49433 1.01626 0.86011
C -2.43924 -3.52022 -2.47352
F 2.65118 -2.46681 -1.64649
F 2.31863 -4.97504 -0.80948
C -2.74014 -2.55001 -1.53458
C -3.99163 -2.51074 -0.93238
```

For the energy relative to the best compared isomer or geometry (same formula, charge and spin), the calculation gives 0.00 kJ/mol. The spin multiplicity is 2. For the total energy, the calculation gives -6659.22848 hartree. As for the charge: +1. For the LUMO energy (alpha / beta), the calculation gives -3.537 / -4.638 eV. The molar mass comes out at 1094.4 g/mol. The calculation puts the HOMO-LUMO gap (alpha / beta) at 8.053 / 6.961 eV.

=====

Entry 2:
Formula: C34H23N4O9ReS
Source: the Open Molecules 2025 dataset
Level of theory: ωB97M-V/def2-TZVPD

XYZ file:
```
72
Properties=species:S:1:pos:R:3
C -1.41845 2.66726 0.91843
H -3.18601 -2.91460 -0.16309
H 4.07948 0.34357 -2.65327
H 2.37239 -1.19945 -7.86318
C 3.16898 -4.36093 1.91268
H -0.81630 0.41217 -2.41696
O 0.94455 0.54980 -6.31872
C 1.68025 3.04812 -1.39120
C 1.32359 1.10093 -7.57941
H 2.18944 -0.30350 -1.16906
C -2.50375 -3.66519 -3.41387
H 4.41237 2.69504 -3.30992
C -2.16217 3.78548 1.29752
N 1.37193 -4.25622 -1.30391
H -1.28432 -2.50633 -4.70944
H 0.92459 2.10975 -7.59642
C 1.35372 -2.45074 -4.34550
C -0.61773 -0.46631 -3.02152
H 0.60313 0.68379 -4.05548
C 2.72954 3.42501 -2.21912
C -3.03265 -3.78382 -2.12360
H -2.73915 -4.40082 -4.16920
H -3.08054 0.23164 2.56654
C -2.80532 1.21169 2.19474
C 1.61181 -1.04566 2.54318
O 0.21098 -4.03750 -1.59574
N 0.36323 1.54485 -0.19575
O -1.78364 -0.80752 -0.51087
O 0.71922 -1.77504 -0.13654
O 4.47695 -4.92916 3.70700
O 4.39192 -6.29473 2.04110
C -2.76773 -2.83863 -1.15741
C 2.07828 -1.53858 -6.88126
C -1.71359 1.35368 1.34471
C 0.97119 -1.19400 -4.78057
C -1.94816 -1.75475 -1.45177
C 1.83168 -3.85998 0.02016
H 2.38122 -4.25086 -4.85045
C 1.92642 -2.31613 1.85258
H 2.40949 1.13229 -7.67944
O 0.38106 -0.46455 2.24048
C 3.58045 2.43176 -2.67151
C 2.08636 -3.26755 -5.18828
C 2.70370 -4.70920 0.65833
H 3.18900 -2.90569 3.47816
C -1.68234 -2.61033 -3.71040
C 2.79796 -3.17358 2.50644
C 1.48253 1.71949 -1.02618
C 3.38954 1.09795 -2.29871
S 0.46302 4.06392 -0.65670
C 2.34442 0.72523 -1.47272
H 1.05756 -2.80059 -3.36632
O 2.29781 -0.51751 3.35995
C 1.41579 -2.61500 0.56095
Re -0.41417 -0.11268 0.60030
H -3.83873 4.44283 2.45396
C -1.38050 -1.63686 -2.73531
C -3.55566 2.31539 2.58296
C 2.43925 -2.80914 -6.45047
N 0.28522 -0.27243 -3.93435
C 1.34349 -0.71582 -6.03929
C -0.25601 2.71089 0.07671
H -4.40052 2.17988 3.24620
H 0.89133 0.52308 -8.39699
H 3.01918 -5.63066 0.19047
H -1.90227 4.77937 0.95145
N 4.08433 -5.26907 2.61200
H 3.01111 -3.44406 -7.11353
H -3.66693 -4.62618 -1.88121
H 2.88312 4.45939 -2.49494
O 2.17583 -4.78616 -2.04804
C -3.24186 3.59879 2.13769
```

For the energy relative to the best compared isomer or geometry (same formula, charge and spin), the calculation gives 55.12 kJ/mol. The spin multiplicity is 2. For the total energy, the calculation gives -2681.73676 hartree. As for the charge: +1. For the LUMO energy (alpha / beta), the calculation gives -4.293 / -4.278 eV. The molar mass comes out at 849.9 g/mol. The calculation puts the HOMO-LUMO gap (alpha / beta) at 6.630 / 6.574 eV.

=====

Entry 3:
Formula: C34H24BrCrF6NO6P2S4
Source: the Open Molecules 2025 dataset
Level of theory: ωB97M-V/def2-TZVPD

XYZ file:
```
79
Properties=species:S:1:pos:R:3
C -0.13466 3.03659 -1.80747
S 2.90730 0.41099 4.30395
C -0.31473 1.22122 -3.38291
H -2.52102 0.25572 -1.07648
C -5.11063 4.25111 2.35039
H -3.39524 1.34899 2.36345
C -2.54316 3.29216 2.14593
C -1.10534 2.01136 -4.19541
H 1.49438 -2.16529 -1.87011
H 5.27756 0.64119 -3.35053
C -3.17618 -0.54014 -0.74400
O -0.21410 3.53463 1.72401
C -0.21163 -3.13467 -0.28527
C 3.39626 -2.12720 -2.86273
H -0.49500 -5.13891 -2.99352
C -5.34777 -1.53300 -0.53360
F 3.80883 2.96600 4.04196
F 4.54761 -2.55043 0.38314
H -1.94327 5.31859 1.91580
C -4.79668 -2.59389 0.16932
C -0.13449 -4.76345 -2.04576
C 3.37462 0.60196 -2.38275
Br -6.88923 4.91932 2.50726
O 1.64071 0.75811 3.71988
F 4.98593 -0.49292 0.84529
C 4.45770 -1.33930 -3.27189
C -2.78522 4.66000 2.06391
C -1.39775 3.31395 -3.82654
H 2.08824 -5.50505 0.39939
C -3.43707 -2.63321 0.41206
H 0.23327 3.40262 -0.85664
O 2.79263 -2.96971 2.62036
H 1.26315 -6.36353 -1.77296
H -5.43858 -3.38121 0.53847
C -0.66268 -3.60016 -1.51813
H -4.96891 0.32427 -1.52813
C -0.25527 0.00904 -0.03651
C -3.60371 2.40770 2.31783
H -1.15902 4.83363 -2.33624
C -1.13618 2.77969 2.02022
S -0.73802 -1.55927 2.40044
H -0.08618 0.19875 -3.65466
C 0.18694 1.74205 -2.19568
H 5.30238 -1.79012 -3.77235
C 1.31541 -4.97992 -0.14202
C -0.91862 3.82337 -2.63130
H -4.27786 6.20832 2.10990
C -4.53642 -0.50794 -0.99103
C -4.89752 2.88507 2.42146
O 2.19116 -0.85044 1.54546
F 5.32850 1.46179 4.25933
H 1.12236 -3.45807 1.35246
C 2.31290 -0.19260 -1.96196
P 1.03491 0.67339 -0.97781
O -0.99955 1.52768 2.22076
C 0.78158 -3.82512 0.39755
C 2.32114 -1.55592 -2.20240
S 2.01231 1.84919 0.32419
H 3.40712 -3.19221 -3.04250
H -2.99464 -3.44822 0.96865
H -1.43087 -3.04684 -2.04179
C 0.85436 -5.45351 -1.35929
O 3.00354 0.43162 5.72209
C -4.07406 5.15003 2.16873
H -6.41215 -1.50154 -0.71527
C -2.62227 -1.60510 -0.04945
C 4.44480 0.02838 -3.03731
H 3.34888 1.66009 -2.15944
C 4.12919 1.71719 3.72310
C 4.67364 -1.66766 1.38018
F 5.70623 -2.06176 2.12831
H -1.49966 1.61293 -5.11831
F 4.25640 1.63124 2.40140
Cr 0.56128 0.50491 1.80093
S 3.08679 -1.59373 2.40291
P -0.84515 -1.56101 0.39169
H -1.99612 3.93555 -4.47566
N 3.58622 -0.86834 3.69065
H -5.72957 2.21098 2.55301
```

For the energy relative to the best compared isomer or geometry (same formula, charge and spin), the calculation gives 49.70 kJ/mol. The spin multiplicity is 4. For the total energy, the calculation gives -8309.59576 hartree. As for the charge: -1. For the LUMO energy (alpha / beta), the calculation gives 2.340 / 2.340 eV. The molar mass comes out at 978.7 g/mol. The calculation puts the HOMO-LUMO gap (alpha / beta) at 7.491 / 7.690 eV.

=====

- Which of these has the lowest total energy?
  C34H24BrCrF6NO6P2S4

=====

- total energy of number 2 (C34H23N4O9ReS)?
  -2681.73676 hartree

=====

- Among the records above, which one has the lowest energy relative to the best compared isomer or geometry (same formula, charge and spin)?
  C34H23F15GeN2O5RuS3